# CH15N2O5

A 6-piece molecular cluster, CH15N2O5 overall in a non-equilibrium geometry (ωB97M-V/def2-TZVPD, the OMol25 dataset).

The geometry in ORCA input format:
```
! RIJCOSX wB97M-V def2-TZVPD def2/J DEFGRID3
* xyz 2 2
N -0.1856 -0.0975 1.2822
C -0.2341 1.1379 0.8326
N 0.0985 1.4794 -0.4049
H -0.0867 -0.8932 0.5688
H -0.2435 -0.2390 2.3136
H -0.5315 1.9193 1.5432
H 0.0274 2.4552 -0.6389
H 0.4676 0.8542 -1.1336
H 0.2607 -0.6257 -4.0168
H 1.9263 -0.6340 -3.8656
O 1.0331 -0.7719 -3.3248
H 0.9129 0.0512 4.4310
H -0.2562 -0.8523 4.7568
O 0.0772 -0.3406 4.0220
H -1.1059 -4.4417 -0.0709
H 0.5237 -4.5031 0.2713
O -0.2144 -4.1853 -0.2766
H -0.7288 5.3927 -1.3799
H -1.8579 4.9982 -0.3256
O -1.1224 4.6729 -0.9358
H 0.6557 -1.2706 -1.7442
H 0.1661 -2.4871 -1.0741
O 0.4176 -1.6192 -0.8298
*
```

The LUMO energy (alpha / beta) comes out at -9.03 / -13.91 eV. The energy above the lowest of the compared OMol25 structures with the same formula, charge and spin is 14.39 kcal/mol. The value obtained for the HOMO-LUMO gap (alpha / beta) is 8.5 / 3.7 eV. Its largest force on an atom is 3.63 eV/Å.

***

# C14H17BrN2O2

One molecule with the formula C14H17BrN2O2 in a non-equilibrium geometry (ωB97M-V/def2-TZVPD, the OMol25 dataset).

The geometry in ORCA input format:
```
! RIJCOSX wB97M-V def2-TZVPD def2/J DEFGRID3
* xyz 0 1
C 2.6855 3.0844 0.3614
C 3.4915 1.8317 -0.3934
C 2.3274 1.0787 -1.3240
N 2.7177 -0.4003 -1.5268
C 2.0630 -1.2437 -0.4558
C 2.8881 -2.0065 0.7837
C 2.0783 -2.8860 1.9538
C 0.4126 -3.0429 1.9528
C -0.3686 -2.2843 0.7303
C 0.4355 -1.4171 -0.4388
C -0.7327 -0.8229 -1.4783
O -0.5498 -0.3390 -2.7099
N -1.9671 -1.0598 -0.6412
C -3.2446 -0.3528 -1.0042
C -3.4806 1.1015 -0.2868
C -4.5036 1.0555 1.0187
Br -1.8206 2.0315 0.3268
C -2.0028 -2.1548 0.3981
O -3.0173 -2.8765 0.9001
H 1.7852 2.6494 1.0095
H 2.2088 3.8201 -0.4454
H 3.4016 3.6863 1.0876
H 3.8929 1.1444 0.4642
H 4.3314 2.2971 -1.0635
H 1.3234 1.2108 -0.7342
H 2.1782 1.6350 -2.3655
H 2.2322 -0.6768 -2.4329
H 4.0661 -1.8707 0.7906
H 2.7673 -3.3791 2.7835
H -0.1708 -3.6273 2.7819
H -3.2373 -0.1846 -2.1775
H -4.1604 -1.0534 -0.6987
H -3.9733 1.8053 -1.1143
H -3.7861 1.0821 1.9723
H -5.1715 0.0954 0.9727
H -5.0995 2.0694 1.0029
*
```

The LUMO energy comes out at -1.43 eV. The energy above the lowest of the compared OMol25 structures with the same formula, charge and spin is 269.61 kcal/mol. The value obtained for the HOMO-LUMO gap is 7.6 eV. The SMILES is CCCNc1cccc2c1C(=O)N(C[C@@H](C)Br)C2=O. Its largest force on an atom is 8.82 eV/Å.

***

# C32H48FGaN2O12P

C32H48FGaN2O12P as an isolated structure in a non-equilibrium geometry (ωB97M-V/def2-TZVPD, the OMol25 dataset).

The geometry in ORCA input format:
```
! RIJCOSX wB97M-V def2-TZVPD def2/J DEFGRID3
* xyz -1 1
C 0.2728 2.3796 -1.4702
C -0.7143 1.1527 -1.6178
C -1.8857 1.3542 -2.5694
C -2.8259 0.1731 -2.7093
C -2.6742 -1.1099 -1.9501
C -3.6926 -2.3217 -2.0796
C -3.0094 -3.3785 -3.0937
C -5.1083 -1.9092 -2.6678
C -1.5188 -1.2915 -0.9663
O -1.4582 -2.4980 -0.2587
C -0.2335 -3.2381 -0.5265
Ga -0.5943 -5.1823 0.0677
F -1.7833 -6.0738 -1.1204
O 1.0418 -6.2134 -0.0274
C 1.1196 -6.5974 -1.3440
N 1.2492 -6.6342 -2.5182
P -1.5579 -5.3749 2.1979
N -1.3938 -4.0694 3.1336
C -0.5568 -0.1465 -0.8454
H 1.0635 2.2238 -0.6752
H -0.3571 3.2671 -1.1049
H 0.7108 2.7130 -2.4699
H -2.0541 2.3164 -3.1370
H -3.7040 0.2702 -3.4099
H -3.7956 -2.7506 -1.0284
H -3.6964 -3.6779 -3.9426
H -2.7737 -4.3027 -2.4816
H -2.0260 -2.9606 -3.4897
H -5.7336 -1.3674 -1.8799
H -5.0573 -1.3591 -3.6512
H -5.6727 -2.8822 -2.8706
H 0.1388 -3.1474 -1.5916
H 0.5567 -2.8256 0.1917
H -2.9575 -5.7020 2.0171
H -0.9541 -6.5255 2.8462
H -2.3473 -3.7607 3.3588
H 0.3167 -0.2454 -0.1421
O -0.6072 4.8721 -0.2763
C -0.3641 5.1738 0.8616
O 0.8704 5.5357 1.3017
C 0.8344 5.7218 2.7227
C -0.6175 5.9858 3.0541
C -1.3437 5.1642 2.0065
H 1.2116 4.8140 3.2029
H 1.4752 6.5602 2.9990
H -0.8799 5.7223 4.0796
H -0.8439 7.0465 2.9108
H -1.4996 4.1333 2.3325
H -2.2881 5.6228 1.7178
O 1.4954 -6.2373 8.2393
C 1.5783 -5.7569 7.1389
O 1.3945 -4.4376 6.8725
C 1.4567 -4.2251 5.4517
C 2.2303 -5.4002 4.9077
C 1.8498 -6.5144 5.8616
H 0.4362 -4.1822 5.0595
H 1.9555 -3.2778 5.2435
H 2.0007 -5.6185 3.8639
H 3.3045 -5.2043 4.9830
H 0.9360 -7.0245 5.5489
H 2.6622 -7.2277 5.9937
O -0.0402 5.4184 7.0692
C 1.1303 5.6780 7.0140
O 1.6402 6.7331 6.3206
C 3.0729 6.6884 6.3723
C 3.4026 5.8572 7.5929
C 2.2430 4.8816 7.6452
H 3.4410 6.2336 5.4481
H 3.4680 7.7020 6.4488
H 4.3795 5.3758 7.5348
H 3.3912 6.4889 8.4859
H 2.4311 3.9920 7.0402
H 1.9948 4.6048 8.6686
O 0.8177 2.3150 -5.1315
C 0.4934 3.4645 -5.2337
O 1.2108 4.5081 -4.7324
C 0.4853 5.7266 -4.9344
C -0.4672 5.4393 -6.0755
C -0.7711 3.9659 -5.8828
H -0.0393 5.9774 -4.0079
H 1.1813 6.5314 -5.1748
H -1.3533 6.0756 -6.0673
H 0.0442 5.5865 -7.0315
H -1.6083 3.8086 -5.1994
H -0.9501 3.4639 -6.8323
O -1.1742 -4.2945 -6.0331
C -0.0102 -4.0069 -6.0900
O 0.4768 -2.9570 -6.8106
C 1.9076 -2.9617 -6.7520
C 2.2538 -3.7511 -5.5082
C 1.1208 -4.7565 -5.4329
H 2.2921 -3.4313 -7.6629
H 2.2750 -1.9357 -6.7017
H 3.2438 -4.2075 -5.5499
H 2.2214 -3.0963 -4.6326
H 1.3355 -5.6569 -6.0125
H 0.8786 -5.0111 -4.4016
*
```

The LUMO energy comes out at 1.60 eV. The value obtained for the HOMO-LUMO gap is 6.7 eV. Its largest force on an atom is 4.52 eV/Å.

***

# C4H11NO2

A 2-piece molecular cluster, C4H11NO2 overall in a non-equilibrium geometry (ωB97M-V/def2-TZVPD, the OMol25 dataset).

The geometry in ORCA input format:
```
! RIJCOSX wB97M-V def2-TZVPD def2/J DEFGRID3
* xyz 0 1
C 0.9216 -0.0275 1.6508
C 0.1720 -1.1302 0.9192
N -0.3266 -0.7697 -0.4802
C 0.5369 -0.9007 -1.6108
C -1.4548 -0.0331 -0.5441
O -1.6955 0.5253 -1.6449
H 1.6254 0.5541 0.7783
H 1.4681 -0.2913 2.4376
H 0.2805 0.8415 1.9246
H -0.7201 -1.6782 1.4147
H 0.9676 -2.0027 0.8220
H 1.4535 -1.5786 -1.2106
H 0.9841 0.0975 -1.7749
H -0.0526 -1.3991 -2.4391
H -2.1268 0.0219 0.3505
O -0.7475 2.5783 0.1686
H -1.3532 2.7183 -0.5413
H 0.0674 2.4741 -0.2206
*
```

The LUMO energy comes out at 0.80 eV. The energy above the lowest of the compared OMol25 structures with the same formula, charge and spin is 52.40 kcal/mol. The value obtained for the HOMO-LUMO gap is 10.1 eV. The SMILES is CCN(C)C=O.O. Its largest force on an atom is 7.42 eV/Å.

***

# C21H21NO6

One molecule with the formula C21H21NO6 (ωB97M-V/def2-TZVPD, the OMol25 dataset).

The geometry in ORCA input format:
```
! RIJCOSX wB97M-V def2-TZVPD def2/J DEFGRID3
* xyz 0 1
C -1.9467 -3.2301 1.4423
O -2.8320 -2.4796 2.2425
C -2.3785 -1.3261 2.7930
C -3.3075 -0.5870 3.5309
C -2.9450 0.6101 4.1141
C -1.6636 1.1124 3.9579
C -0.7312 0.3756 3.2367
C 0.6540 0.8355 3.0072
O 1.6068 0.0989 2.9793
C 0.8358 2.3414 2.7335
O 1.6868 2.5052 1.5996
C 1.3040 1.8199 0.5308
O 0.3010 1.1532 0.4864
C 2.2463 2.0015 -0.6542
C 3.7104 1.8537 -0.2554
N 1.8453 1.0623 -1.6838
C 1.9465 -0.3140 -1.5558
O 2.4863 -0.8862 -0.6497
C 1.2723 -0.9350 -2.7613
C 0.6979 0.2426 -3.5519
C 1.1036 1.4724 -2.7765
O 0.8551 2.6226 -3.0264
C -0.8364 -0.0090 -3.4870
C -1.0517 -1.2468 -4.3238
C -0.5485 -2.2752 -3.6529
C 0.0076 -1.7420 -2.3553
C -0.9805 -0.6024 -2.0802
C -1.0804 -0.8488 2.6719
H -1.5780 -2.6406 0.5973
H -2.5285 -4.0727 1.0718
H -1.0982 -3.6025 2.0240
H -4.3091 -0.9750 3.6286
H -3.6725 1.1647 4.6876
H -1.3864 2.0475 4.4202
H -0.1259 2.8244 2.5415
H 1.3571 2.8218 3.5634
H 2.0607 3.0013 -1.0726
H 3.9604 2.6104 0.4819
H 3.8826 0.8696 0.1722
H 4.3451 1.9802 -1.1292
H 1.9856 -1.5581 -3.3023
H 1.0390 0.3256 -4.5847
H -1.4326 0.8641 -3.7352
H -1.4827 -1.2388 -5.3075
H -0.4745 -3.3012 -3.9614
H 0.1912 -2.4632 -1.5638
H -0.6801 0.0628 -1.2730
H -1.9897 -0.9663 -1.8924
H -0.3208 -1.3793 2.1214
*
```

The LUMO energy comes out at 0.46 eV. The energy above the lowest of the compared OMol25 structures with the same formula, charge and spin is 32.79 kcal/mol. The value obtained for the HOMO-LUMO gap is 9.2 eV. The SMILES is COc1cccc(C(=O)COC(=O)[C@@H](C)N2C(=O)[C@@H]3[C@H](C2=O)[C@H]2C=C[C@@H]3C2)c1. Its largest force on an atom is 0.66 eV/Å.

***

# C34H40AsReS4Si

C34H40AsReS4Si as an isolated structure (ωB97M-V/def2-TZVPD, the OMol25 dataset).

The geometry in ORCA input format:
```
! RIJCOSX wB97M-V def2-TZVPD def2/J DEFGRID3
* xyz 3 2
Re -0.6759 -0.6363 1.1347
C -3.1845 0.9176 -0.5618
C -3.5620 -0.5508 -0.5200
S -2.0335 -1.5440 -0.5205
C -2.6192 -3.1011 0.2229
C -1.3986 -3.8852 0.6658
S -0.2418 -2.9402 1.7214
C -0.9064 -3.1471 3.4103
C -2.1138 -2.2867 3.7409
S -1.7225 -0.5693 3.2737
C -3.3463 0.2131 3.0495
C -3.1345 1.4995 2.2795
S -2.0405 1.3078 0.8084
H -4.0544 1.5692 -0.4816
H -2.6335 1.1700 -1.4704
H -4.1403 -0.8157 -1.4058
H -4.1467 -0.7896 0.3683
H -3.1879 -3.6496 -0.5288
H -3.2728 -2.8510 1.0587
H -0.7925 -4.1763 -0.1934
H -1.6743 -4.7902 1.2072
H -0.0632 -2.9108 4.0616
H -1.1335 -4.2046 3.5489
H -2.3152 -2.3126 4.8118
H -3.0083 -2.5994 3.2040
H -3.7711 0.4468 4.0262
H -4.0037 -0.4856 2.5345
H -2.6333 2.2409 2.9012
H -4.0761 1.9325 1.9408
C 5.5129 -0.0795 0.6144
C 5.1091 0.4877 -0.5872
C 3.7879 0.3806 -1.0010
C 2.8740 -0.2902 -0.1964
C 3.2755 -0.8578 1.0094
C 4.5988 -0.7565 1.4124
As 1.0684 -0.5722 -0.7777
C 0.7642 0.3413 -2.4393
C 0.8328 1.6985 -2.7088
C 0.6008 2.1484 -4.0026
C 0.2926 1.2389 -5.0073
C 0.2522 -0.1229 -4.7417
C 0.5079 -0.5886 -3.4572
C 0.6583 -2.0121 -3.0760
C 0.5432 -3.1042 -3.9289
C 0.8496 -4.3763 -3.4660
C 1.2927 -4.5732 -2.1622
C 1.3920 -3.4921 -1.2941
C 1.0520 -2.2294 -1.7542
H 6.5469 -0.0058 0.9243
H 5.8281 0.9991 -1.2135
H 3.4840 0.8020 -1.9515
H 2.5661 -1.3966 1.6315
H 4.9210 -1.2122 2.3394
H 1.1027 2.3974 -1.9276
H 0.6777 3.2026 -4.2351
H 0.1139 1.5916 -6.0141
H 0.0557 -0.8164 -5.5485
H 0.2442 -2.9716 -4.9603
H 0.7758 -5.2200 -4.1388
H 1.5822 -5.5627 -1.8338
H 1.7784 -3.6354 -0.2904
C -2.0433 4.5122 1.7156
Si -1.0939 3.4456 0.5524
C -1.4356 3.8072 -1.2186
C 0.5641 2.8664 1.1059
C 0.7412 2.0478 2.2378
C 2.0111 1.7329 2.6955
C 3.1301 2.2391 2.0395
C 2.9736 3.0618 0.9377
C 1.6981 3.3726 0.4713
H -1.6528 5.5295 1.5942
H -1.8981 4.2614 2.7667
H -3.1075 4.5561 1.4774
H -0.8999 4.7047 -1.5418
H -2.5001 4.0214 -1.3403
H -1.1341 2.9992 -1.8851
H -0.1098 1.7455 2.8471
H 2.1338 1.1267 3.5839
H 4.1207 2.0014 2.4021
H 3.8415 3.4749 0.4411
H 1.6059 4.0300 -0.3873
*
```

The LUMO energy (alpha / beta) comes out at -9.05 / -9.67 eV. The energy above the lowest of the compared OMol25 structures with the same formula, charge and spin is 42.00 kcal/mol. The value obtained for the HOMO-LUMO gap (alpha / beta) is 6.6 / 6.0 eV. Its largest force on an atom is 0.69 eV/Å.